Entry 1:
12
Properties=species:S:1:pos:R:3:forces:R:3 method="wB97M-V/def2-TZVPD" orbital_gap_ev=10.9 total_energy_ha=-265.46368 fmax_ha_per_bohr=0.0220 smiles=N#CCN1CC1 e_above_lowest_ev=1.956
N 2.760667 1.466707 -0.502165 -0.7 -0.9 0.0
C 2.018271 0.580800 -0.528613 0.6 0.8 0.0
C 1.057144 -0.529773 -0.628551 0.1 0.0 -0.1
N -0.056436 -0.366555 0.293642 0.1 0.0 0.0
C -1.374680 -0.607311 -0.273710 -0.2 -0.2 -0.1
C -0.931377 0.768559 0.051489 -0.1 0.2 0.0
H 0.743840 -0.584839 -1.684866 0.0 0.1 0.1
H 1.577689 -1.463927 -0.392576 -0.1 0.1 -0.1
H -2.076436 -1.138867 0.363130 0.1 0.1 -0.1
H -1.427441 -0.869176 -1.331306 0.0 0.0 0.2
H -0.693543 1.432843 -0.778617 0.0 -0.1 0.1
H -1.291496 1.266195 0.948107 0.1 -0.1 -0.2

Entry 2:
13
Properties=species:S:1:pos:R:3:forces:R:3 method="wB97M-V/def2-TZVPD" orbital_gap_ev=9.2 total_energy_ha=-340.66113 fmax_ha_per_bohr=0.0434 smiles=Cc1cc(N)on1 e_above_lowest_ev=3.640
C -2.210609 0.433600 -0.080314 -0.1 -0.1 -0.2
C -0.813074 -0.065062 -0.241366 -0.2 -0.1 -0.8
C 0.196630 0.208326 0.761156 -0.2 -0.6 -0.3
C 1.323351 -0.272085 0.056918 0.0 -0.3 -0.2
N 2.650448 -0.133328 0.266667 -0.2 0.0 0.0
O 0.989928 -0.876758 -1.074095 0.4 0.4 -0.3
N -0.422194 -0.772184 -1.256387 -0.3 0.6 -0.2
H -2.917297 -0.177263 -0.638103 -0.1 0.1 0.0
H -2.509683 0.501480 0.972933 0.2 -0.2 -0.2
H -2.226062 1.457684 -0.471627 -0.1 -0.2 0.0
H -0.271475 -0.594016 1.359533 0.9 0.8 1.9
H 2.953338 0.624009 0.862722 -0.2 -0.3 0.0
H 3.256699 -0.334406 -0.518038 -0.1 -0.1 0.2